Record 1
{
  "formula": "C5H5N3",
  "method": "ωB97M-V with the def2-TZVPD basis set",
  "multiplicity": 1,
  "homo_lumo_gap_ev": 8.39,
  "homo_ev": -9.408,
  "species": ["H", "N", "C", "N", "C", "C", "C", "C", "N", "H", "H", "H", "H"],
  "xyz": [[3.4401, 0.3321, -0.1488], [2.7406, -0.5254, 0.0566], [1.4853, -0.0956, 0.2201], [1.0358, 1.1592, -0.0143], [-0.1877, 1.2464, -0.1835], [-0.5970, -0.3050, -0.1183], [-1.8546, -0.8288, -0.1773], [-2.7941, 0.1989, 0.1766], [0.4199, -1.0642, 0.0236], [-0.7612, 2.0473, -0.2872], [-1.9559, -1.9017, -0.5072], [-3.7967, -0.0113, 0.6803], [-2.6110, 1.2513, 0.2956]],
  "forces_ev_per_a": [[-2.292, -2.093, 0.981], [-1.564, 3.371, 0.334], [3.967, -4.125, -3.189], [2.502, 4.498, 0.682], [1.047, -7.138, 1.038], [2.200, 1.377, -0.802], [-5.480, 2.427, 0.008], [-0.602, -4.222, 0.757], [0.861, 1.311, 1.447], [-2.135, 3.451, -0.729], [-0.511, 1.316, 1.070], [1.119, -0.202, -1.493], [0.889, 0.030, -0.104]]
}

=====

Record 2
{
  "formula": "C21H17IN5O7P2W",
  "method": "ωB97M-V with the def2-TZVPD basis set",
  "charge": 1,
  "s2": 2.017,
  "multiplicity": 3,
  "homo_lumo_gap_ev": [7.23, 7.42],
  "homo_ev": [-10.886, -11.425],
  "species": ["W", "C", "C", "N", "C", "C", "C", "C", "C", "C", "C", "N", "C", "C", "C", "C", "C", "C", "C", "C", "N", "C", "H", "H", "H", "H", "H", "H", "H", "H", "H", "H", "H", "H", "O", "P", "O", "O", "O", "P", "O", "O", "O", "H", "H", "I", "C", "C", "N", "N", "C", "H", "H", "H"],
  "xyz": [[0.4069, 0.1138, -0.7609], [4.2694, -1.5138, 0.7812], [3.1188, -1.3573, -0.0138], [2.0852, -0.6491, 0.3890], [2.1135, -0.0482, 1.6221], [3.2351, -0.1188, 2.4504], [4.3331, -0.8822, 1.9902], [3.1923, 0.5573, 3.6970], [2.0649, 1.2313, 4.0600], [0.9117, 1.2507, 3.2333], [0.9190, 0.5989, 2.0335], [-0.1493, 0.4535, 1.1100], [-1.4138, -0.0555, 1.4916], [-2.1577, 0.2743, 2.5906], [-3.3958, -0.3711, 2.8341], [-3.8712, -1.3429, 2.0043], [-3.1125, -1.7251, 0.8701], [-3.4795, -2.7637, -0.0192], [-2.6600, -3.1011, -1.0570], [-1.4618, -2.3840, -1.2424], [-1.1051, -1.4022, -0.4389], [-1.9057, -1.0660, 0.6226], [5.0847, -2.1151, 0.4068], [3.0508, -1.7951, -0.9995], [5.2186, -0.9671, 2.6083], [4.0594, 0.5332, 4.3435], [2.0312, 1.7610, 5.0022], [0.0417, 1.7972, 3.5636], [-1.8258, 1.0344, 3.2803], [-3.9672, -0.0796, 3.7048], [-4.8144, -1.8349, 2.2015], [-4.4121, -3.2911, 0.1410], [-2.9034, -3.8944, -1.7481], [-0.8027, -2.6015, -2.0712], [1.8652, -0.6890, -4.6497], [0.7860, -0.4173, -3.5479], [-0.5820, -0.6373, -4.0310], [1.1686, -1.1481, -2.2236], [0.9480, 1.1327, -3.0706], [2.0749, 2.0349, -2.2310], [3.3392, 1.0539, -2.3128], [2.3202, 3.3445, -2.8055], [1.4361, 1.9105, -0.8253], [2.7776, -0.6350, -4.3375], [4.1255, 1.5704, -2.5334], [-4.1801, 4.3849, -1.1005], [-3.0069, 2.7575, -1.5126], [-3.2201, 1.7827, -2.4674], [-2.2205, 0.8965, -2.3767], [-1.3481, 1.2668, -1.4181], [-1.8169, 2.3893, -0.8811], [-3.9928, 1.6744, -3.2098], [-1.8890, 0.2136, -3.0698], [-1.2830, 2.8681, -0.0765]],
  "forces_ev_per_a": [[-0.427, 1.117, 0.695], [-0.190, 0.018, -0.159], [0.263, 0.017, 0.110], [-0.038, 0.114, -0.113], [-0.161, -0.252, -0.083], [0.089, 0.083, 0.136], [0.060, 0.024, 0.068], [0.052, -0.046, -0.071], [-0.148, 0.030, -0.067], [0.106, 0.035, 0.110], [-0.057, -0.125, 0.002], [0.054, -0.194, -0.176], [0.120, -0.087, 0.080], [-0.177, 0.015, 0.023], [0.097, 0.071, -0.001], [0.018, -0.028, -0.072], [-0.132, -0.045, 0.050], [-0.113, -0.006, 0.059], [0.264, 0.146, -0.057], [-0.284, -0.153, -0.001], [0.074, -0.027, -0.102], [0.144, -0.087, 0.067], [0.019, 0.009, 0.027], [-0.036, -0.005, -0.005], [-0.020, 0.013, 0.015], [-0.004, -0.007, 0.002], [0.009, -0.006, 0.002], [0.011, 0.005, 0.006], [-0.002, -0.001, -0.006], [0.004, 0.003, 0.000], [0.006, 0.001, 0.008], [0.009, 0.006, 0.011], [-0.035, -0.007, 0.018], [0.033, 0.020, 0.001], [-0.007, -0.076, 0.111], [0.237, -0.003, -0.071], [-0.063, 0.056, 0.053], [-0.171, 0.105, -0.169], [0.174, -0.131, 0.080], [-0.524, 0.337, -0.177], [-0.003, -0.121, 0.102], [-0.017, -0.063, 0.005], [0.425, -0.602, -0.359], [0.065, 0.038, 0.002], [0.075, 0.012, -0.045], [-0.076, 0.100, 0.029], [0.075, -0.158, 0.049], [0.041, -0.007, -0.123], [0.144, 0.103, 0.024], [0.191, -0.262, -0.091], [-0.062, 0.022, 0.026], [-0.010, 0.027, 0.014], [-0.071, -0.048, -0.041], [-0.026, 0.021, 0.002]]
}

=====

Record 3
{
  "formula": "C3H3NO",
  "method": "ωB97M-V with the def2-TZVPD basis set",
  "multiplicity": 1,
  "homo_lumo_gap_ev": 9.40,
  "homo_ev": -8.531,
  "species": ["C", "C", "O", "H", "H", "C", "N", "H"],
  "xyz": [[-0.3132, 0.3376, 1.5438], [0.7466, -0.3296, 1.3301], [-0.5781, -0.9201, 0.9146], [-0.8647, 1.2265, 1.4527], [1.6648, -0.7715, 1.0899], [-0.1867, 0.0540, -2.0014], [0.7794, 0.3922, -2.4701], [-1.2482, 0.0110, -1.8596]],
  "forces_ev_per_a": [[1.201, -0.142, -0.661], [-1.270, 0.082, 0.118], [-0.541, -0.802, -0.207], [-0.465, 0.873, 0.572], [1.060, 0.035, 0.124], [-3.083, 0.002, 0.251], [2.854, 0.471, -0.744], [0.244, -0.520, 0.547]]
}

=====

Record 4
{
  "formula": "C24H70N6O8",
  "method": "ωB97M-V with the def2-TZVPD basis set",
  "multiplicity": 1,
  "homo_lumo_gap_ev": 9.04,
  "homo_ev": -8.747,
  "species": ["C", "O", "C", "C", "C", "N", "H", "H", "H", "H", "H", "H", "H", "H", "H", "H", "H", "C", "O", "C", "C", "C", "N", "H", "H", "H", "H", "H", "H", "H", "H", "H", "H", "H", "C", "O", "C", "C", "C", "N", "H", "H", "H", "H", "H", "H", "H", "H", "H", "H", "H", "C", "O", "C", "C", "C", "N", "H", "H", "H", "H", "H", "H", "H", "H", "H", "H", "H", "C", "O", "C", "C", "C", "N", "H", "H", "H", "H", "H", "H", "H", "H", "H", "H", "H", "C", "O", "C", "C", "C", "N", "H", "H", "H", "H", "H", "H", "H", "H", "H", "H", "H", "O", "H", "H", "O", "H", "H"],
  "xyz": [[-1.5421, 1.4965, 5.9399], [-0.4680, 2.0627, 5.1676], [-0.1503, 1.2319, 4.0706], [1.2008, 1.7389, 3.4511], [0.9736, 3.1373, 2.9686], [1.6072, 0.8095, 2.4402], [-1.8540, 2.2793, 6.6420], [-1.2574, 0.6066, 6.4700], [-2.4541, 1.3558, 5.3024], [-0.0710, 0.1497, 4.3880], [-0.9686, 1.2210, 3.3636], [2.0066, 1.8220, 4.2192], [0.6065, 3.6669, 3.8459], [0.2814, 3.0435, 2.1692], [1.9632, 3.5979, 2.7188], [2.5430, 0.8870, 2.0277], [1.5319, -0.1456, 2.7680], [4.7785, -6.5075, 0.4486], [3.7882, -6.0727, 1.2833], [3.4178, -4.7148, 0.9346], [2.1065, -4.4629, 1.7060], [0.8697, -5.0904, 1.0388], [1.9266, -2.9776, 1.8344], [4.7058, -6.2881, -0.6091], [4.8146, -7.5986, 0.4731], [5.7297, -6.1488, 0.8211], [4.1917, -4.0719, 1.2682], [3.3472, -4.6130, -0.1615], [2.3300, -4.9004, 2.6774], [-0.0010, -5.0134, 1.6400], [0.9356, -6.1769, 0.7833], [0.6168, -4.5935, 0.1313], [2.2032, -2.7102, 2.7704], [0.9416, -2.8150, 1.7942], [-2.7344, 0.0757, -3.7209], [-3.5377, -0.7157, -2.8549], [-2.7525, -1.7300, -2.2271], [-3.6887, -2.8941, -1.8300], [-4.8110, -2.6711, -0.7980], [-2.8236, -3.9260, -1.1676], [-2.0433, -0.5761, -4.2605], [-2.2463, 0.8276, -3.1573], [-3.3758, 0.5969, -4.3690], [-2.0559, -2.0440, -2.9683], [-2.2166, -1.3444, -1.3736], [-4.1693, -3.2098, -2.7904], [-4.4218, -2.2789, 0.1826], [-5.4065, -3.5330, -0.5628], [-5.5200, -2.0045, -1.2795], [-3.3656, -4.7858, -1.1956], [-2.0101, -4.0611, -1.7346], [-3.9137, 6.4820, -1.5163], [-4.0202, 5.2441, -0.7920], [-3.2199, 4.1021, -1.2992], [-3.2580, 2.9371, -0.2575], [-2.3775, 3.3527, 0.9882], [-2.8422, 1.6964, -0.8023], [-4.5214, 7.1816, -0.9410], [-4.1116, 6.4289, -2.5651], [-2.8466, 6.7626, -1.5121], [-3.7302, 3.9188, -2.2165], [-2.1609, 4.5112, -1.4070], [-4.3484, 2.9432, 0.2032], [-1.2400, 3.1819, 0.8571], [-2.5455, 2.5862, 1.7767], [-2.7263, 4.3325, 1.2730], [-3.6536, 1.0730, -0.9854], [-2.1474, 1.1809, -0.2565], [0.8631, 6.0842, 0.6564], [1.5242, 4.8910, 0.2280], [0.8951, 4.3275, -0.9883], [1.3814, 2.8833, -1.1389], [2.8676, 2.6597, -1.3354], [0.6997, 2.3744, -2.3274], [-0.2038, 5.9936, 0.5135], [1.2377, 7.0116, 0.1213], [1.0529, 6.1957, 1.7126], [-0.1812, 4.4033, -0.8991], [1.0861, 4.9844, -1.8327], [1.0364, 2.2356, -0.2520], [3.0645, 1.6710, -1.7607], [3.3262, 2.6477, -0.3365], [3.3318, 3.4271, -1.9783], [0.8368, 1.3600, -2.5063], [-0.3406, 2.3855, -2.1524], [4.5638, -3.4227, -2.9670], [3.2713, -3.2253, -2.5034], [3.1824, -2.1423, -1.6124], [1.7672, -1.7476, -1.3607], [0.9661, -1.5217, -2.6107], [1.8858, -0.5576, -0.5124], [4.5680, -4.4193, -3.5345], [5.2521, -3.5876, -2.1291], [4.9149, -2.6843, -3.7244], [3.8832, -2.3821, -0.7731], [3.6784, -1.3221, -2.2168], [1.3188, -2.5818, -0.7761], [0.8497, -2.4091, -3.2475], [1.3602, -0.7223, -3.2740], [-0.0237, -1.0559, -2.3630], [0.9466, -0.0777, -0.5752], [2.0271, -0.7948, 0.4755], [-1.4228, -2.5541, 1.0549], [-1.9374, -2.6349, 1.8793], [-1.7817, -3.2134, 0.4996], [-0.8284, 0.1349, 1.0640], [-0.8108, -0.8288, 0.9802], [0.0824, 0.3690, 1.2762]],
  "forces_ev_per_a": [[-0.709, 1.866, -0.988], [-0.569, -0.875, 0.556], [1.271, -0.731, 0.514], [-0.040, -0.156, 1.760], [1.801, 0.096, 0.712], [0.196, -1.096, -1.510], [0.320, -0.265, 0.084], [0.182, -0.570, 0.104], [0.778, -0.349, 0.294], [0.237, 0.776, -0.005], [-0.131, 0.299, -0.616], [-0.811, -0.338, 0.171], [-0.376, 0.306, -0.319], [-0.494, 0.752, -0.852], [-1.024, -0.240, -0.392], [-0.501, 0.542, 0.449], [0.072, -0.037, 0.201], [1.480, -1.618, -0.047], [-1.551, 1.273, -0.508], [-1.196, -1.645, 0.233], [0.621, 0.582, -0.850], [0.908, -1.251, 0.060], [0.270, -0.886, 0.098], [-0.465, 0.617, -0.338], [0.009, -0.076, 0.271], [0.645, 0.181, -0.163], [0.777, 0.949, 0.486], [-0.317, -0.045, 0.257], [-0.424, -0.171, 0.181], [-0.753, 0.224, 0.926], [0.517, 0.822, 0.338], [0.080, 0.608, -0.886], [0.151, 0.095, 0.053], [-0.821, 0.348, -0.111], [-0.134, -1.047, 0.651], [0.130, -0.396, 0.168], [-2.286, 0.471, 0.384], [0.265, -0.671, 0.693], [0.599, 1.707, -0.181], [-0.737, 0.264, -0.643], [0.092, 0.256, -0.212], [1.014, 0.665, 0.663], [-0.951, 0.426, -1.125], [0.810, -0.847, -0.448], [0.274, 0.232, 0.533], [0.430, -0.168, 0.645], [-0.332, -0.079, -1.088], [0.138, -0.916, -0.130], [-0.149, 0.580, 0.407], [0.351, -0.102, 0.183], [0.594, -0.414, -0.422], [1.623, -1.164, 1.464], [0.182, -0.584, 0.015], [0.070, 2.180, 1.428], [-0.906, 2.149, 2.088], [0.665, -2.214, -0.703], [-0.683, -1.596, -0.824], [0.072, 0.085, -0.480], [-0.973, -0.271, -0.761], [-0.159, 0.422, 0.328], [0.294, -0.956, -1.057], [-1.120, -0.835, -0.297], [1.815, -0.178, -1.152], [-1.729, 0.998, -0.429], [-0.389, 0.681, -0.178], [0.516, 0.363, 0.404], [1.054, 0.554, 0.005], [-0.350, 0.341, 0.101], [0.961, 0.207, -0.815], [-1.108, -0.028, -1.154], [1.277, 0.535, 1.773], [-0.999, -1.410, 0.116], [0.453, 0.381, 0.599], [-2.293, -0.918, -0.663], [-0.491, 0.059, -0.076], [-0.356, -0.988, 0.401], [0.152, 0.079, 0.342], [-0.414, -0.474, 0.427], [0.706, -0.182, -0.420], [0.564, 1.288, -0.639], [-0.231, 0.144, 0.020], [0.236, 0.281, -0.360], [-0.196, -0.239, 0.316], [0.529, 0.989, 0.427], [1.218, 0.284, -0.253], [0.361, -2.197, -1.397], [-0.869, -0.925, -0.293], [2.532, 0.698, -2.078], [0.420, -0.974, 1.810], [-0.888, 1.500, -0.841], [-2.057, 1.098, -0.305], [-0.118, 1.268, 0.730], [0.260, 0.487, -0.111], [-0.168, 0.032, 0.843], [-1.069, 0.545, 0.113], [-0.464, -0.022, 1.072], [-0.129, 0.277, -0.372], [-0.047, 0.161, 0.467], [0.500, -0.477, 0.365], [0.497, -0.880, 0.060], [1.445, -0.462, 0.416], [-0.099, -0.239, -0.630], [0.541, 1.110, 2.136], [0.349, 0.189, -0.475], [-0.981, -1.406, -1.667], [-0.369, -0.082, -0.312], [-0.333, -0.107, -0.116], [0.455, 0.479, 0.345]]
}

=====

Number 1: electronic energy -357.65266 Eh. Number 2: electronic energy -2658.61451 Eh. Number 3: electronic energy -245.90871 Eh. Number 4: electronic energy -1886.68773 Eh.